[1]
Below is a single C3H2N2O molecule in a non-equilibrium geometry, with properties calculated with the ωB97M-V functional and the def2-TZVPD basis.

Properties
Orbital gap in Eh: 0.4509
HOMO energy in eV: -12.55

Each line ends with the Löwdin charge.
Atoms and positions in Å:
1 O 1.399 -0.485 0.340  0.025
2 N -0.184 1.676 -1.720  0.189
3 N -1.876 -0.735 1.476  0.180
4 C 0.126 -0.255 -0.158  -0.395
5 C -0.043 1.100 -0.729  -0.135
6 C -0.985 -0.541 0.768  -0.145
7 H 1.551 0.134 1.065  0.116
8 H 0.013 -0.894 -1.042  0.166

[2]
Below is a single C3H2N2O2 molecule in a non-equilibrium geometry, with properties calculated with the ωB97M-V functional and the def2-TZVPD basis.

Properties
Orbital gap in Eh: 0.3654
HOMO energy in eV: -9.86

Each line ends with the Löwdin charge.
Atoms and positions in Å:
1 O -1.658 -0.069 -0.086  0.085
2 O 2.299 0.049 -0.202  0.096
3 N 0.180 1.162 0.235  0.158
4 N 0.299 -1.218 0.062  0.165
5 C -0.964 -1.054 0.041  -0.327
6 C 1.135 0.000 0.167  -0.379
7 C -1.027 1.123 -0.116  -0.149
8 H -1.594 2.089 -0.235  0.163
9 H -1.750 -1.959 -0.092  0.188

[3]
Below is a single C3H2N2O2 molecule in a non-equilibrium geometry, with properties calculated with the ωB97M-V functional and the def2-TZVPD basis.

Properties
Orbital gap in Eh: 0.3645
HOMO energy in eV: -11.24

Each line ends with the Löwdin charge.
Atoms and positions in Å:
1 O 1.264 -0.811 1.354  0.122
2 O 1.257 -1.052 -2.076  0.044
3 N -0.942 1.813 2.258  0.136
4 N -0.304 -0.237 -0.210  0.154
5 C 0.319 -0.184 0.903  -0.554
6 C -0.416 0.619 1.931  0.007
7 C 0.211 -0.503 -1.569  -0.112
8 H -0.956 0.445 -0.327  0.100
9 H -0.434 -0.091 -2.264  0.103

[4]
Below is a single C3H2N2O2 molecule in a non-equilibrium geometry, with properties calculated with the ωB97M-V functional and the def2-TZVPD basis.

Properties
Orbital gap in Eh: 0.4142
HOMO energy in eV: -11.26

Each line ends with the Löwdin charge.
Atoms and positions in Å:
1 O 0.601 0.411 0.343  0.054
2 O 1.280 -1.405 -0.860  0.101
3 N -1.424 1.006 1.198  0.057
4 N -1.389 -0.641 -0.488  0.223
5 C -0.754 0.155 0.227  -0.531
6 C -1.620 2.011 0.574  0.153
7 C 1.515 -0.441 -0.191  -0.275
8 H -0.774 -1.255 -1.014  0.065
9 H 2.512 -0.098 0.109  0.153

[5]
Below is 2 unconnected molecules or ions with the total composition C3H2N2O2 in a non-equilibrium geometry, with properties calculated with the ωB97M-V functional and the def2-TZVPD basis.

Properties
Orbital gap in Eh: 0.2630
HOMO energy in eV: -8.70

Each line ends with the Löwdin charge.
Atoms and positions in Å:
1 O 1.152 1.728 -0.034  0.177
2 O 0.387 -1.567 -1.774  0.159
3 N 1.629 -0.074 1.364  0.204
4 N -2.092 0.326 0.204  0.142
5 C 1.398 0.845 0.652  -0.451
6 C -1.437 -0.537 -0.433  -0.133
7 C -0.423 -0.994 -1.159  -0.206
8 H -2.024 1.283 0.009  0.041
9 H 1.410 -1.009 1.171  0.068

[6]
Below is a single C3H2N2O2 molecule in a non-equilibrium geometry, with properties calculated with the ωB97M-V functional and the def2-TZVPD basis.

Properties
Orbital gap (alpha / beta) in Eh: 0.2673 / 0.2668
HOMO energy (alpha / beta) in eV: -10.22 / -10.21

Each line ends with the Löwdin charge.
Atoms and positions in Å:
1 O -0.225 -1.537 -0.071  0.108
2 O -2.598 -0.246 -0.804  0.106
3 N 1.989 -0.951 0.246  0.333
4 N 0.532 0.634 0.246  0.123
5 C -0.369 -0.316 0.039  -0.516
6 C -1.797 0.218 -0.051  -0.170
7 C 1.865 0.257 0.012  -0.258
8 H 2.673 0.947 -0.286  0.151
9 H -2.070 0.994 0.668  0.123

[7]
Below is a molecular structure, C3H2N2O2S in a non-equilibrium geometry, with properties calculated with the ωB97M-V functional and the def2-TZVPD basis.

Properties
Orbital gap in Eh: 0.3754
HOMO energy in eV: -10.88

Each line ends with the Löwdin charge.
Atoms and positions in Å:
1 S -1.769 1.737 0.596  0.999
2 O 1.173 -2.071 -0.550  0.000
3 O 2.222 0.010 -0.459  0.092
4 N -2.281 0.439 -0.092  -0.400
5 N -1.348 -0.450 -0.262  -0.023
6 C 1.139 -0.584 -0.384  -0.356
7 C -0.058 0.097 0.146  -0.300
8 C -0.121 1.290 0.860  -0.269
9 H 0.191 -2.328 -0.798  0.135
10 H 0.853 1.860 0.942  0.123

[8]
Below is a single C3H2N2O2S molecule in a non-equilibrium geometry, with properties calculated with the ωB97M-V functional and the def2-TZVPD basis.

Properties
Orbital gap in Eh: 0.2980
HOMO energy in eV: -9.03

Each line ends with the Löwdin charge.
Atoms and positions in Å:
1 S -2.587 -1.624 0.523  0.718
2 O 1.681 1.143 0.839  0.105
3 O -1.041 -0.762 -1.349  -0.074
4 N 0.036 -0.102 -1.924  0.080
5 N 0.858 0.471 -1.198  0.104
6 C 0.719 0.483 0.213  -0.350
7 C -1.267 -0.814 0.008  -0.841
8 C -0.310 -0.133 0.818  -0.022
9 H 2.320 1.501 0.168  0.148
10 H -0.408 -0.163 1.902  0.132

[9]
Below is a molecular structure, C3H2N2O3 in a non-equilibrium geometry, with properties calculated with the ωB97M-V functional and the def2-TZVPD basis.

Properties
Orbital gap in Eh: 0.2731
HOMO energy in eV: -10.34

Each line ends with the Löwdin charge.
Atoms and positions in Å:
1 O 0.940 -1.876 0.054  0.213
2 O 2.593 0.457 -0.853  0.237
3 O -0.293 1.885 0.541  0.119
4 N 0.518 1.574 -0.579  0.104
5 N -0.645 -0.270 -0.221  0.154
6 C 0.519 -0.827 -0.146  -0.451
7 C 1.483 0.481 -0.490  -0.225
8 C -0.705 0.944 -0.370  -0.249
9 H -1.942 -1.158 1.331  0.049
10 H -2.468 -1.210 0.733  0.050

[10]
Below is a single C3H2N2O3 molecule in a non-equilibrium geometry, with properties calculated with the ωB97M-V functional and the def2-TZVPD basis.

Properties
Orbital gap in Eh: 0.3176
HOMO energy in eV: -8.36

Each line ends with the Löwdin charge.
Atoms and positions in Å:
1 O -1.588 1.359 0.037  0.116
2 O 0.727 1.182 -0.048  0.102
3 O 0.646 -1.209 0.002  0.035
4 N -1.830 -0.996 0.042  0.074
5 N -2.638 -0.185 -0.095  0.206
6 C -0.532 0.723 0.046  -0.440
7 C -0.573 -0.655 0.011  -0.312
8 C 1.510 -0.020 -0.026  -0.077
9 H 2.132 -0.064 0.928  0.160
10 H 2.147 -0.134 -0.897  0.137

[11]
Below is a single C3H2N2OS molecule in a non-equilibrium geometry, with properties calculated with the ωB97M-V functional and the def2-TZVPD basis.

Properties
Orbital gap in Eh: 0.2982
HOMO energy in eV: -9.26

Each line ends with the Löwdin charge.
Atoms and positions in Å:
1 S 2.648 0.252 -0.197  0.712
2 O -1.837 0.902 -0.130  0.003
3 N -0.981 -1.083 -0.148  0.071
4 N -2.060 -0.496 -0.222  0.060
5 C 0.055 -0.198 0.030  -0.401
6 C 1.362 -0.681 0.084  -0.637
7 C -0.524 1.048 0.051  -0.039
8 H -0.094 2.034 0.187  0.140
9 H 1.433 -1.777 0.346  0.091

[12]
Below is a single C3H2N2OS molecule in a non-equilibrium geometry, with properties calculated with the ωB97M-V functional and the def2-TZVPD basis.

Properties
Orbital gap (alpha / beta) in Eh: 0.2520 / 0.2520
HOMO energy (alpha / beta) in eV: -9.36 / -9.36

Each line ends with the Löwdin charge.
Atoms and positions in Å:
1 S 1.085 -0.551 2.504  0.844
2 O 2.137 0.392 -0.192  0.015
3 N 0.927 0.178 -0.113  -0.240
4 N -1.054 -0.421 0.885  0.039
5 C -0.033 0.287 -1.014  -0.026
6 C -1.235 -0.087 -0.374  -0.071
7 C 0.250 -0.290 1.143  -0.809
8 H 0.136 0.604 -2.023  0.128
9 H -2.214 -0.113 -0.817  0.119

[13]
Below is a molecular structure, C3H2N2S in a non-equilibrium geometry, with properties calculated with the ωB97M-V functional and the def2-TZVPD basis.

Properties
Orbital gap (alpha / beta) in Eh: 0.2909 / 0.2909
HOMO energy (alpha / beta) in eV: -9.50 / -9.50

Each line ends with the Löwdin charge.
Atoms and positions in Å:
1 S -4.063 -0.016 0.504  0.904
2 N -1.969 1.169 -0.810  0.145
3 N -1.370 -1.049 -0.498  0.078
4 C -2.332 0.602 0.836  -0.323
5 C -2.397 -0.756 0.471  -0.701
6 C -1.436 0.148 -1.021  -0.293
7 H -2.001 0.835 1.807  0.096
8 H -2.218 -1.402 1.294  0.094

[14]
Below is a single C3H2N4 molecule in a non-equilibrium geometry, with properties calculated with the ωB97M-V functional and the def2-TZVPD basis.

Properties
Orbital gap in Eh: 0.3275
HOMO energy in eV: -9.28

Each line ends with the Löwdin charge.
Atoms and positions in Å:
1 N 0.153 0.897 1.459  0.063
2 N 1.562 -0.496 -0.303  0.077
3 N -1.303 -2.003 -1.679  0.142
4 N 2.651 -0.685 -0.177  0.274
5 C -0.711 -1.099 -1.246  -0.279
6 C 0.028 0.015 -0.759  -0.146
7 C -0.510 0.741 0.387  -0.303
8 H -1.516 1.157 0.193  0.127
9 H -0.355 1.473 2.125  0.046

[15]
Below is a single C3H2N4O molecule in a non-equilibrium geometry, with properties calculated with the ωB97M-V functional and the def2-TZVPD basis.

Properties
Orbital gap in Eh: 0.3078
HOMO energy in eV: -9.71

Each line ends with the Löwdin charge.
Atoms and positions in Å:
1 O -1.172 -0.493 1.543  0.138
2 N 0.519 -1.372 0.281  0.184
3 N -1.332 -0.158 -0.757  0.122
4 N 1.382 0.825 -0.016  0.092
5 N -0.780 0.828 -1.244  0.071
6 C 0.473 1.397 -0.615  -0.135
7 C 1.509 -0.531 0.211  -0.166
8 C -0.688 -0.616 0.451  -0.545
9 H 0.531 2.435 -0.896  0.107
10 H 2.561 -0.846 0.419  0.133

[16]
Below is a single C3H2N4O molecule in a non-equilibrium geometry, with properties calculated with the ωB97M-V functional and the def2-TZVPD basis.

Properties
Orbital gap in Eh: 0.3107
HOMO energy in eV: -10.30

Each line ends with the Löwdin charge.
Atoms and positions in Å:
1 O -2.141 -0.812 0.233  0.036
2 N 0.878 0.856 0.624  -0.017
3 N 0.027 1.810 0.006  0.063
4 N 1.599 -1.145 -0.064  0.042
5 N 1.661 0.221 -0.266  0.006
6 C -1.019 1.055 -0.407  -0.033
7 C 0.303 -1.391 -0.065  -0.052
8 C -0.953 -0.427 -0.101  -0.269
9 H -2.003 1.367 -0.502  0.093
10 H -0.007 -2.486 -0.021  0.131

[17]
Below is a single C3H2N4O molecule in a non-equilibrium geometry, with properties calculated with the ωB97M-V functional and the def2-TZVPD basis.

Properties
Orbital gap in Eh: 0.4370
HOMO energy in eV: -11.72

Each line ends with the Löwdin charge.
Atoms and positions in Å:
1 O -0.844 -1.306 0.048  0.000
2 N -2.618 -0.095 -0.319  -0.020
3 N -1.527 0.809 -0.325  0.100
4 N 2.873 -0.961 -0.380  0.195
5 N -2.342 -1.156 0.003  0.060
6 C -0.472 0.047 -0.162  -0.267
7 C 2.013 -0.250 -0.163  -0.265
8 C 0.986 0.580 0.174  -0.097
9 H 1.091 1.669 -0.123  0.160
10 H 0.840 0.662 1.246  0.135

[18]
Below is a single C3H2N4O2 molecule in a non-equilibrium geometry, with properties calculated with the ωB97M-V functional and the def2-TZVPD basis.

Properties
Orbital gap (alpha / beta) in Eh: 0.2933 / 0.2933
HOMO energy (alpha / beta) in eV: -9.61 / -9.61

Each line ends with the Löwdin charge.
Atoms and positions in Å:
1 O -2.152 -0.405 -1.041  0.123
2 O -2.759 -0.229 1.055  0.075
3 N 0.869 -1.020 0.717  0.137
4 N 1.246 1.239 0.216  0.051
5 N -1.972 -0.190 0.106  -0.439
6 N -0.825 0.529 0.359  0.175
7 C 1.412 -0.963 -0.464  -0.085
8 C 1.459 0.504 -0.879  0.009
9 C 0.313 0.254 0.834  -0.328
10 H 0.745 2.168 0.118  0.161
11 H 1.664 -1.888 -1.022  0.121

[19]
Below is a gas-phase ion, C3H2NO2S (charge -1) in a non-equilibrium geometry, with properties calculated with the ωB97M-V functional and the def2-TZVPD basis.

Properties
Orbital gap in Eh: 0.2635
HOMO energy in eV: -4.23
Total charge: -1

Each line ends with the Löwdin charge.
Atoms and positions in Å:
1 S -0.438 0.518 0.176  0.742
2 O -1.462 1.471 0.624  -0.481
3 O 0.013 -0.561 1.230  -0.394
4 N -0.854 -2.794 -1.422  0.076
5 C 1.207 1.571 0.179  -0.169
6 C -1.102 -1.254 0.550  -0.240
7 C -0.740 -1.990 -0.583  -0.409
8 H 2.018 0.864 -0.021  -0.065
9 H 1.359 2.175 -0.732  -0.060

[20]
Below is a molecular structure, C3H2NO3 in a non-equilibrium geometry, with properties calculated with the ωB97M-V functional and the def2-TZVPD basis.

Properties
Orbital gap in Eh: 0.3705
HOMO energy in eV: -16.78
Total charge: +1

Each line ends with the Löwdin charge.
Atoms and positions in Å:
1 O 1.123 0.302 1.769  0.344
2 O 0.330 1.103 -0.449  0.201
3 O 1.256 3.166 -0.959  0.348
4 N -0.126 -1.069 0.423  0.176
5 C 0.485 -0.116 0.929  -0.288
6 C -1.019 -1.636 -0.231  0.211
7 C 0.831 2.154 -0.655  -0.248
8 H -2.062 -1.276 -0.489  0.163
9 H -0.818 -2.628 -0.339  0.092